Record 1
ORCA calculation (ωB97M-V/def2-TZVPD) on an isolated ion of composition C4H4NOS2 and charge +1.

Computed properties:
- net charge = +1
- relative energy (zero: lowest compared OMol25 entry of this formula, charge and spin) (kcal per mole) = 26.6
- electronic energy (Eh) = -1080.751400
- frontier orbital gap (eV) = 7.99
- highest occupied orbital energy (eV) = -13.007

Last column: Mulliken charge in e.
Positions of all 12 atoms, in Å:
C  0.370577  -1.336449  -1.335716  -0.190
C  -0.859412  -1.651542  -1.549518  -0.276
C  -2.142891  -1.565057  -1.644906  0.676
C  0.221497  0.381487  0.893522  -0.310
N  0.973861  1.361610  1.792461  -0.238
O  -3.281467  -1.655397  -1.767556  -0.277
S  -0.827129  1.319708  -0.259835  -0.028
S  0.904949  0.397034  -0.807428  0.106
H  1.245995  -1.951079  -1.429644  0.411
H  1.099737  2.310512  1.410030  0.355
H  1.881901  0.958470  2.047823  0.381
H  0.412381  1.430702  2.650767  0.392

Forces on atoms 1 to 2 (eV/Å):
-0.22 0.56 0.14
0.85 0.06 0.09


Record 2
ORCA calculation (ωB97M-V/def2-TZVPD) on an isolated ion of composition C4H4NS and charge -1 at a distorted geometry.

Computed properties:
- net charge = -1
- relative energy (zero: lowest compared OMol25 entry of this formula, charge and spin) (kcal per mole) = 29.6
- electronic energy (Eh) = -607.603969
- frontier orbital gap (spin up / spin down) (eV) = 5.79 / 5.80
- highest occupied orbital energy (spin up / spin down) (eV) = -1.856 / -1.861

Last column: Mulliken charge in e.
Positions of all 10 atoms, in Å:
C  1.374651  -0.707998  0.013485  -0.193
C  0.634624  -1.778581  0.060236  -0.676
C  0.879756  0.594317  0.148183  -0.475
C  -1.430886  -0.076114  -0.392793  -0.181
N  -0.496103  0.756074  0.024944  -0.159
S  -3.055896  0.092139  0.040324  -0.563
H  2.461760  -0.884864  0.179912  0.283
H  -0.877273  -0.989502  -0.684950  0.276
H  1.415045  1.420706  0.057970  0.468
H  -0.905674  1.573821  0.552692  0.220

Forces on atoms 1 to 2 (eV/Å):
1.24 0.85 1.20
-0.49 -2.25 -0.82


Record 3
ORCA calculation (ωB97M-V/def2-TZVPD) on an isolated ion of composition C4H4NS and charge +1 at a distorted geometry.

Computed properties:
- net charge = +1
- relative energy (zero: lowest compared OMol25 entry of this formula, charge and spin) (kcal per mole) = 86.9
- electronic energy (Eh) = -607.306987
- frontier orbital gap (eV) = 6.67
- structure (SMILES) = C#[N+]/C=C\C=S
- highest occupied orbital energy (eV) = -12.763

Last column: Mulliken charge in e.
Positions of all 10 atoms, in Å:
C  0.446781  -0.529070  -0.229630  0.091
C  -0.901386  -0.236176  -0.005792  -0.150
C  2.918453  -0.009921  -0.230240  0.160
C  -2.073276  0.803702  0.461029  -0.329
N  1.796033  -0.177004  -0.176080  0.037
S  -2.088271  2.303980  -0.209092  -0.055
H  0.332804  -1.565240  -0.621540  0.252
H  -1.583907  -1.060803  -0.353536  0.255
H  3.954492  -0.016394  0.163461  0.393
H  -2.801724  0.486926  1.201420  0.347

Forces on atoms 1 to 2 (eV/Å):
-3.01 -2.35 -0.86
-1.46 1.08 0.66


Record 4
ORCA calculation (ωB97M-V/def2-TZVPD) on one molecule with the formula C4H4O at a distorted geometry.

Computed properties:
- relative energy (zero: lowest compared OMol25 entry of this formula, charge and spin) (kcal per mole) = 109.3
- electronic energy (Eh) = -229.853771
- frontier orbital gap (eV) = 9.02
- highest occupied orbital energy (eV) = -8.317

Last column: Mulliken charge in e.
Positions of all 9 atoms, in Å:
C  -0.758433  0.698810  -0.680864  -0.161
C  0.625981  -0.366721  1.220426  -0.854
C  0.348861  0.078824  0.010475  0.405
C  -0.512488  -0.667710  -1.349984  -0.293
O  0.673221  -0.829774  -0.999839  -0.076
H  -1.732087  0.751267  -0.213201  0.267
H  -0.391954  1.579006  -1.354346  0.220
H  1.416795  -1.147357  1.123451  0.208
H  0.330105  -0.096345  2.243880  0.284

Forces on atoms 1 to 2 (eV/Å):
0.64 0.92 -1.84
1.65 -0.73 1.08


Record 5
ORCA calculation (ωB97M-V/def2-TZVPD) on C4H4O as an isolated structure.

Computed properties:
- relative energy (zero: lowest compared OMol25 entry of this formula, charge and spin) (kcal per mole) = 70.5
- electronic energy (Eh) = -229.915652
- frontier orbital gap (eV) = 9.84
- highest occupied orbital energy (eV) = -8.978

Last column: Mulliken charge in e.
Positions of all 9 atoms, in Å:
O  -0.826415  0.870345  0.360666  -0.327
C  -1.076359  -0.451545  0.017332  0.150
C  0.035132  -1.136479  -0.528291  -0.859
C  1.059593  -0.104646  -0.363212  -0.208
C  0.489953  1.031288  0.098586  -0.196
H  -2.131555  -0.702196  -0.008904  0.466
H  -0.536106  -1.304027  0.724318  0.185
H  2.105308  -0.219742  -0.619643  0.380
H  0.880448  2.017002  0.319147  0.409

Forces on atoms 1 to 2 (eV/Å):
0.06 -0.05 -0.04
-0.20 -0.07 -0.17


Record 6
ORCA calculation (ωB97M-V/def2-TZVPD) on one molecule with the formula C4H4O.

Computed properties:
- relative energy (zero: lowest compared OMol25 entry of this formula, charge and spin) (kcal per mole) = 52.4
- electronic energy (Eh) = -229.944385
- frontier orbital gap (eV) = 9.12
- structure (SMILES) = C=C=C=CO
- highest occupied orbital energy (eV) = -8.464

Last column: Mulliken charge in e.
Positions of all 9 atoms, in Å:
C  -1.906262  0.315673  -0.792692  -0.876
C  -0.675699  -0.102518  -0.616481  0.463
C  0.512667  -0.483480  -0.358837  -0.132
C  1.601337  -0.589587  0.380392  -0.109
O  1.865385  0.312523  1.358860  -0.447
H  -2.213924  1.229760  -0.291320  0.215
H  1.079763  0.880853  1.413495  0.299
H  -2.636137  -0.216115  -1.389632  0.249
H  2.372867  -1.347109  0.296215  0.339

Forces on atoms 1 to 2 (eV/Å):
0.04 -0.05 -0.01
0.11 -0.03 0.07


Record 7
ORCA calculation (ωB97M-V/def2-TZVPD) on one molecule with the formula C4H4O.

Computed properties:
- relative energy (zero: lowest compared OMol25 entry of this formula, charge and spin) (kcal per mole) = 66.2
- electronic energy (Eh) = -229.922528
- frontier orbital gap (eV) = 10.16
- structure (SMILES) = C=C=C1CO1
- highest occupied orbital energy (eV) = -9.139

Last column: Mulliken charge in e.
Positions of all 9 atoms, in Å:
C  1.183652  0.835637  -1.020369  -0.194
C  0.194427  0.590919  -0.014862  0.534
O  0.463985  1.891639  -0.310746  -0.405
C  -0.533177  -0.223994  0.672255  0.033
C  -1.267638  -1.225837  1.077741  -0.852
H  -2.082215  -1.563417  0.441181  0.232
H  2.240042  0.747485  -0.785470  0.211
H  0.895004  0.714105  -2.063524  0.199
H  -1.094081  -1.766537  2.003794  0.243

Forces on atoms 1 to 2 (eV/Å):
0.20 -0.14 -0.23
-0.11 -0.40 0.06


Record 8
ORCA calculation (ωB97M-V/def2-TZVPD) on one molecule with the formula C4H4O at a distorted geometry.

Computed properties:
- relative energy (zero: lowest compared OMol25 entry of this formula, charge and spin) (kcal per mole) = 144.3
- electronic energy (Eh) = -229.797975
- frontier orbital gap (spin up / spin down) (eV) = 8.63 / 7.96
- highest occupied orbital energy (spin up / spin down) (eV) = -9.115 / -8.340

Last column: Mulliken charge in e.
Positions of all 9 atoms, in Å:
C  1.158667  0.144096  -0.145797  -0.341
C  1.468137  0.969532  0.808192  -0.337
C  -1.290352  -0.380575  -0.105874  -0.516
C  -0.099481  -0.160535  -0.851074  0.360
O  -0.662229  -1.360262  -0.891450  -0.343
H  1.832541  -0.528273  -0.474471  0.339
H  1.172402  1.924222  1.152827  0.316
H  -1.378121  -0.423440  0.930327  0.269
H  -2.201564  -0.184767  -0.422681  0.253

Forces on atoms 1 to 2 (eV/Å):
-1.06 0.90 -0.18
-0.05 -0.16 -0.40


Record 9
ORCA calculation (ωB97M-V/def2-TZVPD) on a 2-piece molecular cluster, C4H4O overall at a distorted geometry.

Computed properties:
- relative energy (zero: lowest compared OMol25 entry of this formula, charge and spin) (kcal per mole) = 134.4
- electronic energy (Eh) = -229.813818
- frontier orbital gap (spin up / spin down) (eV) = 7.19 / 7.19
- highest occupied orbital energy (spin up / spin down) (eV) = -8.514 / -8.514

Last column: Mulliken charge in e.
Positions of all 9 atoms, in Å:
C  2.951161  0.021244  -0.090094  -0.207
C  1.746762  0.165080  0.068260  -0.637
C  -0.978010  0.903665  -0.002286  0.563
C  -1.426690  -0.458994  0.054424  -0.692
O  -1.290262  2.029848  0.057492  -0.227
H  3.812211  -0.473095  -0.549688  0.257
H  -1.462029  -0.676397  1.228502  0.278
H  -0.824357  -1.096050  -0.406372  0.360
H  -2.528790  -0.415297  -0.360242  0.304

Forces on atoms 1 to 2 (eV/Å):
-0.06 -1.03 -0.93
-1.53 0.84 0.10


Record 10
ORCA calculation (ωB97M-V/def2-TZVPD) on one molecule with the formula C4H4O at a distorted geometry.

Computed properties:
- relative energy (zero: lowest compared OMol25 entry of this formula, charge and spin) (kcal per mole) = 90.1
- electronic energy (Eh) = -229.884371
- frontier orbital gap (eV) = 10.32
- structure (SMILES) = C1=C[C@H]2O[C@@H]12
- highest occupied orbital energy (eV) = -9.210

Last column: Mulliken charge in e.
Positions of all 9 atoms, in Å:
C  -0.082445  0.166514  0.987098  -0.345
C  0.997730  -0.419721  0.153314  -0.198
C  -0.665266  0.780016  -0.011416  -0.332
C  0.452252  0.177466  -1.027231  -0.015
O  1.821010  0.364226  -0.766616  -0.385
H  -0.174264  0.147522  2.126480  0.306
H  1.185052  -1.427065  0.169512  0.333
H  -1.597957  1.419457  -0.287632  0.299
H  0.166889  -0.238337  -1.986415  0.337

Forces on atoms 1 to 2 (eV/Å):
0.80 0.86 3.69
0.23 -0.86 -0.98


Record 11
ORCA calculation (ωB97M-V/def2-TZVPD) on a 2-piece molecular cluster, C4H4O2 overall at a distorted geometry.

Computed properties:
- relative energy (zero: lowest compared OMol25 entry of this formula, charge and spin) (kcal per mole) = 85.9
- electronic energy (Eh) = -305.142580
- frontier orbital gap (spin up / spin down) (eV) = 7.46 / 7.46
- structure (SMILES) = O=C=C=O.C=C
- highest occupied orbital energy (spin up / spin down) (eV) = -9.139 / -9.135

Last column: Mulliken charge in e.
Positions of all 10 atoms, in Å:
C  -0.806826  -0.760913  2.339632  0.411
C  -1.726811  -0.633115  1.389115  0.221
C  1.185206  1.053806  -1.193981  -0.543
C  0.562543  -0.152342  -1.352517  -0.457
O  -0.167658  -0.315927  3.197207  -0.293
O  -2.419370  -1.209115  0.593661  -0.336
H  0.974579  1.876024  -1.845455  0.252
H  1.618008  1.339699  -0.272580  0.256
H  0.679140  -0.865351  -0.534088  0.269
H  0.101188  -0.332767  -2.320993  0.219

Forces on atoms 1 to 2 (eV/Å):
0.62 -0.36 0.53
-2.50 -1.12 -2.66


Record 12
ORCA calculation (ωB97M-V/def2-TZVPD) on a 2-piece molecular cluster, C4H4O2 overall.

Computed properties:
- relative energy (zero: lowest compared OMol25 entry of this formula, charge and spin) (kcal per mole) = 155.2
- electronic energy (Eh) = -305.032119
- frontier orbital gap (eV) = 9.32
- highest occupied orbital energy (eV) = -8.958

Last column: Mulliken charge in e.
Positions of all 10 atoms, in Å:
O  -2.377896  0.049530  0.175322  -0.353
C  -1.379280  -0.585252  0.193607  0.151
O  -0.138717  0.055213  0.226213  -0.424
C  0.233027  2.077319  -0.105347  -0.339
C  0.937684  -0.713691  0.205511  -0.079
C  1.889952  -1.441407  0.194917  -0.015
H  -1.263035  -1.678487  0.188555  0.366
H  -0.605187  2.090813  -0.836987  0.141
H  -0.297741  2.313022  0.843210  0.142
H  2.761892  -2.055809  0.179612  0.410

Forces on atoms 1 to 2 (eV/Å):
0.65 -0.40 0.02
-0.72 0.20 -0.02